<P>
Formula: C2H3BrO
Source: OMol25
Level of theory: ωB97M-V with the def2-TZVPD basis set

structure (SMILES): CC(=O)Br
gap between HOMO and LUMO (spin up / spin down): 8.53 / 8.24 eV
2S+1: 1
E_HOMO (spin up / spin down): -9.6549 / -9.4307 eV
total charge: 0

Cartesian coordinates (Å):
C1 0.62 -0.29 0.11
C2 -0.68 0.27 -0.09
O1 0.85 -1.95 0.68
Br1 2.13 0.66 -0.08
H1 -1.57 -0.34 0.26
H2 -0.76 0.38 -1.19
H3 -0.60 1.27 0.31


<Q>
Formula: C2H3BrO
Source: OMol25
Level of theory: ωB97M-V with the def2-TZVPD basis set

gap between HOMO and LUMO: 10.93 eV
2S+1: 1
E_HOMO: -10.0875 eV
total charge: 0

Cartesian coordinates (Å):
C1 1.97 -0.71 -0.81
C2 -0.86 0.47 0.44
O1 3.02 -1.04 -0.70
Br1 -2.27 -0.46 -0.56
H1 -1.26 1.04 1.15
H2 -0.38 1.08 -0.45
H3 -0.23 -0.38 0.95


Least stable of them? <P>.


<P>
Formula: C2H8N4
Source: OMol25
Level of theory: ωB97M-V with the def2-TZVPD basis set

structure (SMILES): [NH3+]NC1=N[C@H]1[NH3+]
gap between HOMO and LUMO: 12.33 eV
2S+1: 1
E_HOMO: -20.2627 eV
total charge: +2

Cartesian coordinates (Å):
C1 0.02 0.31 -0.46
C2 1.45 0.26 -0.63
N1 0.49 1.32 0.05
N2 -1.36 -0.54 -0.33
N3 2.13 -0.52 0.40
N4 -2.32 0.29 0.24
H1 1.99 0.66 -1.60
H2 -1.54 -1.01 -1.15
H3 1.95 -0.19 1.43
H4 3.14 -0.38 0.32
H5 2.07 -1.52 0.42
H6 -3.29 -0.06 0.26
H7 -2.52 1.21 -0.21
H8 -2.19 0.18 1.25


<Q>
Formula: C2H8N4
Source: OMol25
Level of theory: ωB97M-V with the def2-TZVPD basis set

gap between HOMO and LUMO (spin up / spin down): 7.66 / 7.66 eV
2S+1: 1
E_HOMO (spin up / spin down): -19.0573 / -19.0584 eV
total charge: +2

Cartesian coordinates (Å):
C1 0.30 -0.10 -1.54
C2 0.30 2.35 -1.47
N1 0.19 1.13 -1.44
N2 -0.25 -1.08 -0.71
N3 -0.99 -0.63 0.18
N4 0.10 -0.75 2.39
H1 0.99 -0.48 -2.50
H2 1.02 2.78 -0.84
H3 -0.55 2.88 -1.96
H4 -0.10 -2.14 -0.72
H5 -1.46 -1.40 0.66
H6 1.01 -0.33 2.54
H7 0.08 -1.77 2.36
H8 -0.63 -0.47 3.04


<R>
Formula: C2H8N4
Source: OMol25
Level of theory: ωB97M-V with the def2-TZVPD basis set

gap between HOMO and LUMO: 11.29 eV
2S+1: 1
E_HOMO: -20.6182 eV
total charge: +2

Cartesian coordinates (Å):
C1 0.60 -0.37 0.19
C2 -0.55 0.52 -0.35
N1 0.45 -0.71 1.47
N2 -1.72 -0.03 -0.52
N3 1.60 -0.85 -0.47
N4 -0.31 1.77 -0.62
H1 -0.35 -0.50 2.03
H2 1.20 -1.29 1.95
H3 -1.60 -1.04 -0.39
H4 -2.69 0.33 -0.48
H5 1.83 -0.97 -1.52
H6 2.26 -1.42 0.03
H7 0.50 2.43 -0.41
H8 -1.24 2.14 -0.89


Least stable of them? <Q>.


<P>
Formula: C5H15N3O
Source: OMol25
Level of theory: ωB97M-V with the def2-TZVPD basis set

gap between HOMO and LUMO: 7.87 eV
2S+1: 1
E_HOMO: -7.0479 eV
total charge: 0

Cartesian coordinates (Å):
C1 -1.05 1.60 -0.75
C2 -1.41 0.81 0.44
C3 -1.58 3.01 -0.85
N1 0.66 1.74 -0.45
H1 -1.13 1.08 -1.70
H2 1.15 0.99 -0.95
H3 1.12 2.64 -0.57
H4 -1.79 -0.19 0.25
H5 -1.52 3.51 0.12
H6 0.35 1.29 0.56
H7 -2.03 1.34 1.16
H8 -1.01 3.60 -1.56
H9 -2.63 2.99 -1.16
C4 0.36 -3.00 1.81
N2 0.84 -1.50 -0.03
C5 1.23 -2.63 0.62
N3 1.63 -1.00 -1.10
O1 2.19 -3.29 0.26
H10 0.17 -0.83 0.37
H11 1.41 -1.55 -1.93
H12 2.60 -1.23 -0.88
H13 -0.28 -3.84 1.54
H14 -0.27 -2.19 2.16
H15 1.00 -3.33 2.63


<Q>
Formula: C5H15N3O
Source: OMol25
Level of theory: ωB97M-V with the def2-TZVPD basis set

gap between HOMO and LUMO: 8.30 eV
2S+1: 1
E_HOMO: -7.3965 eV
total charge: 0

Cartesian coordinates (Å):
C1 1.17 -1.96 0.32
C2 2.52 -1.71 -0.37
C3 0.25 -0.74 0.16
N1 -0.44 -0.26 1.14
N2 1.28 -2.34 1.73
O1 0.19 -0.26 -1.05
H1 0.66 -2.77 -0.21
H2 -0.23 -0.76 2.00
H3 -1.74 0.61 0.67
H4 2.00 -1.80 2.19
H5 1.54 -3.32 1.82
H6 2.39 -1.44 -1.41
H7 3.14 -2.61 -0.31
H8 3.06 -0.90 0.13
C4 -1.77 2.64 -0.60
C5 -0.58 2.29 -1.31
N3 -2.53 1.19 0.17
H9 -3.31 1.41 0.78
H10 -2.85 0.60 -0.59
H11 -2.63 2.97 -1.17
H12 -1.65 3.22 0.31
H13 -0.19 0.86 -1.15
H14 -0.61 2.45 -2.38
H15 0.34 2.64 -0.86


<R>
Formula: C5H15N3O
Source: OMol25
Level of theory: ωB97M-V with the def2-TZVPD basis set

gap between HOMO and LUMO: 7.93 eV
2S+1: 1
E_HOMO: -7.0654 eV
total charge: 0

Cartesian coordinates (Å):
C1 1.70 -0.32 -0.29
C2 2.13 -0.84 1.06
N1 1.51 2.21 0.66
O1 0.80 1.26 -0.09
H1 0.96 2.45 1.49
H2 1.55 3.07 0.10
H3 2.50 0.31 -0.66
H4 1.66 -1.10 -1.04
H5 2.08 -0.04 1.80
H6 3.18 -1.14 1.04
H7 1.49 -1.67 1.35
C3 -1.26 -2.11 -0.61
C4 -1.52 0.36 -0.28
N2 -1.82 0.59 -1.61
N3 -2.05 1.29 0.59
C5 -0.98 -0.84 0.16
H8 -1.61 1.52 -1.93
H9 -1.52 -0.15 -2.23
H10 -2.09 2.23 0.22
H11 -1.56 1.32 1.48
H12 -1.17 -1.00 1.22
H13 -2.22 -2.54 -0.32
H14 -1.27 -1.99 -1.69
H15 -0.48 -2.85 -0.42


Least stable of them? <R>.


<P>
Formula: C25H24N5O5OsPS4
Source: OMol25
Level of theory: ωB97M-V with the def2-TZVPD basis set

gap between HOMO and LUMO: 6.56 eV
2S+1: 1
E_HOMO: -14.5370 eV
total charge: +2

Cartesian coordinates (Å):
Os1 -0.65 -0.24 -0.19
S1 -0.44 -7.68 -1.16
N1 0.77 -6.62 -1.06
C1 0.22 -5.43 -0.93
C2 0.95 -4.17 -0.83
C3 2.34 -4.02 -0.88
C4 2.87 -2.76 -0.77
C5 2.03 -1.66 -0.61
N2 0.71 -1.79 -0.57
C6 0.18 -3.03 -0.68
C7 -1.25 -3.07 -0.63
N3 -1.85 -1.86 -0.49
C8 -3.18 -1.78 -0.44
C9 -3.97 -2.92 -0.54
C10 -3.37 -4.16 -0.69
C11 -1.98 -4.25 -0.73
C12 -1.20 -5.46 -0.88
N4 -1.69 -6.69 -0.98
H1 2.97 -4.89 -0.99
H2 3.94 -2.60 -0.80
H3 2.42 -0.66 -0.48
H4 -3.60 -0.79 -0.30
H5 -5.04 -2.82 -0.50
H6 -3.97 -5.06 -0.77
O1 -2.31 -0.23 1.97
C13 -1.23 -0.45 2.51
N5 -0.17 -0.70 1.71
S2 1.27 -0.99 2.51
O2 2.20 0.03 2.13
O3 1.66 -2.36 2.33
C14 0.52 -0.74 4.09
C15 1.12 -0.83 5.32
C16 0.32 -0.61 6.43
C17 -1.04 -0.32 6.30
C18 -1.63 -0.25 5.04
C19 -0.84 -0.46 3.94
H7 2.18 -1.06 5.42
H8 0.75 -0.66 7.42
H9 -1.63 -0.16 7.19
H10 -2.69 -0.03 4.93
C20 -1.28 5.44 -3.08
C21 -1.60 4.00 -3.38
C22 -0.72 3.35 -4.41
O4 -1.55 3.22 -2.07
P1 -0.34 2.61 -1.37
S3 -0.82 1.99 0.51
S4 0.17 0.67 -2.02
O5 0.85 3.58 -1.52
C23 2.23 3.37 -0.96
C24 3.18 3.87 -2.03
C25 2.32 4.10 0.35
H11 -1.49 6.04 -3.97
H12 -0.23 5.57 -2.82
H13 -1.91 5.82 -2.27
H14 -2.65 3.88 -3.63
H15 0.33 3.45 -4.15
H16 -0.87 3.84 -5.37
H17 -0.98 2.29 -4.54
H18 2.35 2.29 -0.82
H19 3.03 4.93 -2.20
H20 3.05 3.33 -2.96
H21 4.20 3.72 -1.69
H22 2.12 5.16 0.20
H23 3.33 4.00 0.75
H24 1.63 3.70 1.09


<Q>
Formula: C25H24N5O5OsPS4
Source: OMol25
Level of theory: ωB97M-V with the def2-TZVPD basis set

gap between HOMO and LUMO (spin up / spin down): 6.41 / 6.42 eV
2S+1: 1
E_HOMO (spin up / spin down): -14.5134 / -14.5723 eV
total charge: +2

Cartesian coordinates (Å):
Os1 -0.38 -0.43 0.05
S1 -1.65 -7.45 -2.25
N1 -0.28 -6.77 -1.76
C1 -0.56 -5.51 -1.46
C2 0.39 -4.53 -0.96
C3 1.74 -4.77 -0.72
C4 2.52 -3.74 -0.24
C5 1.96 -2.49 0.00
N2 0.67 -2.25 -0.23
C6 -0.11 -3.25 -0.70
C7 -1.49 -2.92 -0.93
N3 -1.86 -1.64 -0.64
C8 -3.14 -1.26 -0.78
C9 -4.10 -2.15 -1.23
C10 -3.75 -3.44 -1.54
C11 -2.42 -3.85 -1.39
C12 -1.92 -5.18 -1.66
N4 -2.64 -6.19 -2.11
H1 2.15 -5.75 -0.91
H2 3.58 -3.89 -0.04
H3 2.55 -1.68 0.39
H4 -3.37 -0.24 -0.53
H5 -5.12 -1.80 -1.34
H6 -4.48 -4.16 -1.90
O1 -1.24 -1.05 2.00
C13 -0.21 -0.63 2.59
N5 0.71 -0.15 1.75
S2 2.11 0.40 2.51
O2 2.20 1.81 2.33
O3 3.20 -0.44 2.13
C14 1.46 -0.03 4.11
C15 2.08 0.15 5.32
C16 1.38 -0.25 6.45
C17 0.11 -0.80 6.36
C18 -0.51 -0.98 5.13
C19 0.18 -0.58 4.00
H7 3.07 0.58 5.39
H8 1.84 -0.13 7.43
H9 -0.40 -1.10 7.27
H10 -1.50 -1.41 5.05
C20 -1.35 4.62 -3.74
C21 -1.15 3.13 -3.91
C22 0.22 2.73 -4.41
O4 -1.44 2.45 -2.60
P1 -0.55 2.28 -1.36
S3 -1.58 1.66 0.24
S4 0.69 0.56 -1.59
O5 0.32 3.54 -1.21
C23 1.20 3.80 -0.01
C24 2.62 3.77 -0.51
C25 0.76 5.12 0.56
H11 -1.31 5.09 -4.72
H12 -0.58 5.05 -3.11
H13 -2.33 4.83 -3.31
H14 -1.93 2.71 -4.54
H15 1.01 3.13 -3.77
H16 0.36 3.16 -5.41
H17 0.32 1.65 -4.50
H18 1.02 3.00 0.69
H19 2.80 4.56 -1.25
H20 2.87 2.81 -0.96
H21 3.29 3.93 0.33
H22 0.89 5.93 -0.17
H23 1.36 5.35 1.44
H24 -0.29 5.09 0.87


Least stable of them? <P>.